Molecular formula: C6H9NO
Method: DFT, the ωB97M-V functional and the def2-TZVPD basis

Structure (XYZ):
```
17
C6H9NO (the ωB97M-V functional and the def2-TZVPD basis)
H -0.66574 0.35166 -2.25082
N -1.15589 0.80551 -1.48310
C -1.32083 0.10421 -0.44728
C -2.00844 0.68185 0.74825
C -0.89011 -1.25573 -0.31106
C -0.49707 -2.39143 -0.28373
H -1.33361 0.66622 1.60141
H -2.30254 1.70314 0.53505
H -2.88477 0.08892 0.99929
H -0.17287 -3.38961 -0.23036
C 1.77001 0.54571 1.01613
C 2.08392 0.72478 -0.25729
O 2.01013 -0.21032 -1.23119
H 1.86040 1.34517 1.72624
H 1.41059 -0.40459 1.38254
H 2.44401 1.66521 -0.64779
H 1.65282 -1.03068 -0.86628
```

Properties
charge: 0
relative energy (zero: lowest compared OMol25 entry of this formula, charge and spin): 305.0 kJ/mol
SMILES: [H]/N=C(/C)C#C.C=CO
E_tot: -363.9081 Eh
max |F|: 0.020 Eh/bohr
frontier orbital gap: 9.65 eV
E_LUMO: 0.58 eV



Molecular formula: C6H9NO
Method: DFT, the ωB97M-V functional and the def2-TZVPD basis

Structure (XYZ):
```
17
C6H9NO (the ωB97M-V functional and the def2-TZVPD basis)
C -0.14801 0.86527 0.05265
C -0.50199 0.95520 -1.35132
C -1.01414 -0.22221 -0.58574
C -0.12551 -1.41122 -0.31575
C 1.33741 -0.91214 -0.58201
C 0.92106 0.00646 0.57440
H -1.09813 1.27333 1.61900
H -1.41578 1.52165 -1.58240
H 0.24994 0.79760 -2.11843
H -2.06453 -0.40214 -0.46949
H -0.44048 -2.46246 -0.49657
H 2.17113 -1.55463 -0.21718
H 1.64444 -0.55713 -1.53282
H 1.62674 0.50668 1.16407
H 0.80329 -1.70172 1.68518
N 0.07011 -1.10330 1.13395
O -0.59754 1.82673 0.90720
```

Properties
charge: 0
relative energy (zero: lowest compared OMol25 entry of this formula, charge and spin): 345.2 kJ/mol
E_tot: -363.8928 Eh
max |F|: 0.076 Eh/bohr
frontier orbital gap: 10.13 eV
E_LUMO: 1.04 eV



Molecular formula: C6H9NO
Method: DFT, the ωB97M-V functional and the def2-TZVPD basis

Structure (XYZ):
```
17
C6H9NO (the ωB97M-V functional and the def2-TZVPD basis)
C -1.90948 0.13803 -0.32723
C 0.44137 -1.74507 0.27135
C -0.49744 0.59260 -0.16921
C 1.86845 0.34887 0.34761
C -0.20512 2.00978 -0.13847
C 0.64231 -0.35129 -0.31680
N 0.16700 1.79829 1.04915
O 2.62288 1.10546 -0.21227
H 2.13764 -0.07223 1.33446
H -0.54549 2.88354 -0.67714
H 0.90269 -0.42148 -1.37802
H -2.19286 -0.48240 0.52903
H -2.60865 0.97280 -0.35410
H -2.02367 -0.47726 -1.22118
H 0.14023 -1.67316 1.31660
H -0.30938 -2.31380 -0.27606
H 1.36952 -2.31267 0.22227
```

Properties
charge: 0
relative energy (zero: lowest compared OMol25 entry of this formula, charge and spin): 331.6 kJ/mol
E_tot: -363.8980 Eh
max |F|: 0.046 Eh/bohr
frontier orbital gap: 9.79 eV
E_LUMO: 0.84 eV



Molecular formula: C6H9NO
Method: DFT, the ωB97M-V functional and the def2-TZVPD basis

Structure (XYZ):
```
17
C6H9NO (the ωB97M-V functional and the def2-TZVPD basis)
C 0.49275 -1.33886 0.80002
C 0.06606 -0.14559 -1.32888
C 0.75697 1.27122 -0.79600
C -0.37467 1.33154 0.25049
C -0.69448 -0.53096 0.91192
C -1.14321 0.14450 -0.37661
H 1.09948 -0.51599 1.78484
H 0.50912 -2.67888 1.34373
H -0.26461 -0.18315 -2.46146
H 0.31419 1.73011 -1.67757
H 1.84947 1.41633 -0.68307
H -1.01219 2.18661 0.30948
H -1.46372 -1.05776 1.66471
H -2.23048 -0.22086 -0.57894
H 1.86073 -1.01476 -0.98295
N 0.78091 -1.27937 -0.84370
O -0.09362 0.61286 1.30268
```

Properties
charge: 0
relative energy (zero: lowest compared OMol25 entry of this formula, charge and spin): 793.0 kJ/mol
E_tot: -363.7222 Eh
max |F|: 0.143 Eh/bohr
frontier orbital gap: 9.47 eV
E_LUMO: 0.94 eV



Molecular formula: C6H9NO
Method: DFT, the ωB97M-V functional and the def2-TZVPD basis

Structure (XYZ):
```
17
C6H9NO (the ωB97M-V functional and the def2-TZVPD basis)
C -1.53628 1.25274 -0.64186
C -1.78865 0.26219 0.45943
O -2.43041 -0.74901 0.35612
C -1.19915 0.69219 1.72073
N -0.75566 1.07821 2.70326
H -2.14069 2.14089 -0.45972
H -0.49276 1.55640 -0.64353
H -1.81034 0.82190 -1.60087
C 0.64828 -1.53459 0.70574
C 1.02077 -1.12520 -0.49329
C 2.02013 -0.04210 -0.74133
H -0.05618 -2.33671 0.84451
H 1.05019 -1.09314 1.60486
H 0.61877 -1.59935 -1.37972
H 2.96001 -0.48196 -1.07269
H 1.68205 0.63134 -1.52742
H 2.20998 0.52623 0.16573
```

Properties
charge: 0
relative energy (zero: lowest compared OMol25 entry of this formula, charge and spin): 163.7 kJ/mol
SMILES: CC(=O)C#N.C=CC
E_tot: -363.9619 Eh
max |F|: 0.021 Eh/bohr
frontier orbital gap: 9.78 eV
E_LUMO: -0.15 eV



Molecular formula: C6H9NO
Method: DFT, the ωB97M-V functional and the def2-TZVPD basis

Structure (XYZ):
```
17
C6H9NO (the ωB97M-V functional and the def2-TZVPD basis)
C -3.08867 0.83648 0.17802
C -1.79015 0.87268 0.24598
C -0.55885 1.29964 0.02402
N 0.45549 0.38359 -0.19658
C 1.82783 0.82967 -0.18706
C 0.03474 -0.95456 -0.23272
C 1.07343 -1.96470 0.20193
O -1.01251 -1.33045 -0.72224
H -3.63879 1.08119 -0.71973
H -3.69657 0.50330 1.00646
H -0.28056 2.34667 0.02500
H 2.34803 0.45702 -1.07290
H 1.87126 1.91724 -0.17229
H 2.36189 0.47448 0.69732
H 2.05251 -1.77618 -0.23714
H 1.21732 -2.00222 1.28019
H 0.82358 -2.97383 -0.11827
```

Properties
charge: 0
relative energy (zero: lowest compared OMol25 entry of this formula, charge and spin): 232.2 kJ/mol
SMILES: C=C=CN(C)C(C)=O
E_tot: -363.9358 Eh
max |F|: 0.045 Eh/bohr
frontier orbital gap: 8.89 eV
E_LUMO: 0.79 eV



Molecular formula: C6H9NO
Method: DFT, the ωB97M-V functional and the def2-TZVPD basis

Structure (XYZ):
```
17
C6H9NO (the ωB97M-V functional and the def2-TZVPD basis)
C 2.03742 -0.39812 -0.18116
C -0.37846 -0.31476 -1.02834
C -1.45813 -0.85076 -0.00486
C -0.21374 -0.51579 1.06255
C -0.31545 0.91477 0.74247
C -0.61666 1.10298 -0.62466
H 2.14492 0.06443 -1.23089
H 1.72359 0.79638 0.66456
H 2.81822 -1.28355 0.36518
H -0.35725 -0.73575 -1.95530
H -1.84407 -1.89783 -0.39261
H -2.23442 -0.08309 0.12250
H -0.03367 -0.82868 2.05842
H -0.99357 1.48703 1.39142
H -1.42864 1.74729 -0.92220
N 0.57219 -0.92699 -0.04459
O 0.57772 1.72243 -0.02249
```

Properties
charge: 0
relative energy (zero: lowest compared OMol25 entry of this formula, charge and spin): 779.0 kJ/mol
E_tot: -363.7275 Eh
max |F|: 0.117 Eh/bohr
frontier orbital gap: 8.92 eV
E_LUMO: 0.98 eV



Molecular formula: C6H9NO2
Method: DFT, the ωB97M-V functional and the def2-TZVPD basis

Structure (XYZ):
```
18
C6H9NO2 (the ωB97M-V functional and the def2-TZVPD basis)
C -1.80240 2.51431 -0.84111
O -1.83592 1.38789 -0.04504
C -0.66812 0.62204 -0.01500
C 0.64243 1.01535 -0.07436
C 1.49656 -0.04250 0.22171
N 0.72887 -1.14960 0.57953
C 1.36615 -2.40964 0.99451
C -0.58263 -0.95110 0.55947
O -1.51740 -1.84711 0.82184
H -0.96869 3.18084 -0.35632
H -2.85977 2.99849 -0.66746
H -1.47340 2.49874 -1.85358
H 0.92880 2.07272 -0.10930
H 2.53939 -0.21807 0.05381
H 2.22094 -2.63077 0.52220
H 1.58584 -2.45811 2.09427
H 0.54580 -3.20391 0.79118
H -2.32827 -1.36607 1.08612
```

Properties
charge: 0
relative energy (zero: lowest compared OMol25 entry of this formula, charge and spin): 366.8 kJ/mol
SMILES: COc1ccn(C)c1O
E_tot: -439.1367 Eh
max |F|: 0.147 Eh/bohr
frontier orbital gap: 7.36 eV
E_LUMO: 0.74 eV



Molecular formula: C6H9NO2
Method: DFT, the ωB97M-V functional and the def2-TZVPD basis

Structure (XYZ):
```
18
C6H9NO2 (the ωB97M-V functional and the def2-TZVPD basis)
C 0.40166 -2.19392 0.93445
C -0.22047 -1.13680 0.41703
C -1.70445 -0.92458 0.53695
C 0.54406 -0.10010 -0.32180
C 1.46774 -0.40680 -1.24279
C 0.24725 1.29515 -0.00682
O -0.13897 1.71938 1.16780
N 0.31512 2.27935 -0.88081
O -0.02167 3.47529 -0.40682
H 1.47448 -2.30752 0.87621
H -0.14462 -2.96559 1.45814
H -2.18119 -1.78135 1.00970
H -1.91534 -0.03684 1.13467
H -2.15429 -0.77431 -0.44709
H 1.64966 -1.43464 -1.51730
H 2.07211 0.34509 -1.72986
H -0.20720 2.78070 0.88535
H 0.51612 2.16748 -1.86703
```

Properties
charge: 0
relative energy (zero: lowest compared OMol25 entry of this formula, charge and spin): 307.2 kJ/mol
SMILES: C=C(C)C(=C)/C(O)=[NH+]/[O-]
E_tot: -439.1593 Eh
max |F|: 0.019 Eh/bohr
frontier orbital gap (spin up / spin down): 8.73 / 8.73 eV
E_LUMO (spin up / spin down): 0.19 / 0.19 eV



Molecular formula: C6H9NO2
Method: DFT, the ωB97M-V functional and the def2-TZVPD basis

Structure (XYZ):
```
18
C6H9NO2 (the ωB97M-V functional and the def2-TZVPD basis)
O -0.71358 2.22282 -0.09315
C -0.06323 1.21543 -0.28959
C -0.69038 -0.11653 -0.47351
C -1.90687 -0.41994 0.36346
O -3.02444 0.24777 -0.06329
C 0.45891 -1.13445 -0.18078
C 1.68543 -0.35659 -0.42865
C 2.22677 0.50680 0.63424
N 1.35422 1.10492 -0.45639
H -0.94167 -0.09511 -1.52598
H -2.11962 -1.46646 0.30907
H -1.53874 -0.02736 1.28872
H -2.89065 1.17763 -0.17208
H 0.35534 -1.98080 -0.83249
H 0.43832 -1.37410 0.88035
H 2.34267 -0.72777 -1.27120
H 3.30427 0.81199 0.70476
H 1.72324 0.41174 1.60651
```

Properties
charge: 0
relative energy (zero: lowest compared OMol25 entry of this formula, charge and spin): 194.9 kJ/mol
SMILES: O=C1[C@H](CO)C[C@@H]2CN12
E_tot: -439.2021 Eh
max |F|: 0.050 Eh/bohr
frontier orbital gap: 10.51 eV
E_LUMO: 0.73 eV



Molecular formula: C6H9NO2
Method: DFT, the ωB97M-V functional and the def2-TZVPD basis

Structure (XYZ):
```
18
C6H9NO2 (the ωB97M-V functional and the def2-TZVPD basis)
C -2.90928 -0.38349 0.14806
C -1.46070 0.20081 -0.12416
C -0.40693 -0.73457 0.32251
C 0.89553 -0.20864 0.16375
C 1.50216 1.03372 0.26234
C 3.03583 -0.23880 -0.21034
H -3.97470 0.87387 -0.98442
H -2.79115 -0.45101 1.20369
H -3.03864 -1.30896 -0.44692
H -1.35532 0.16626 -1.18976
H -1.25819 1.14859 0.32203
H -0.54539 -1.04840 1.39500
H -0.48079 -1.86969 -0.12080
H 1.07681 2.07427 0.54319
H 3.79814 -0.79351 -0.60740
N 2.90214 1.02738 -0.04573
O -3.97024 0.50576 -0.19799
O 2.00957 -1.00543 -0.19795
```

Properties
charge: 0
relative energy (zero: lowest compared OMol25 entry of this formula, charge and spin): 273.4 kJ/mol
E_tot: -439.1722 Eh
max |F|: 0.151 Eh/bohr
frontier orbital gap: 9.91 eV
E_LUMO: 0.79 eV



Molecular formula: C6H9NO2
Method: DFT, the ωB97M-V functional and the def2-TZVPD basis

Structure (XYZ):
```
18
C6H9NO2 (the ωB97M-V functional and the def2-TZVPD basis)
C -2.03783 -1.23358 -0.40688
C 0.88856 -1.01164 -0.50605
C -1.41074 0.05988 -0.85551
C 0.71739 0.48001 0.72946
N 1.95005 1.10786 0.79707
C 0.09528 0.13868 -0.84138
C -0.14117 0.50339 1.76089
O 2.12400 -1.02331 -0.99389
O -2.05370 0.99365 -1.27922
H 2.32830 -0.26672 -1.58736
H 1.98647 1.98107 1.29744
H 2.57771 1.09291 0.00661
H 0.46870 0.86357 -1.57912
H -3.08264 -1.07262 -0.14743
H -1.49405 -1.68109 0.42369
H -1.96691 -1.93986 -1.23761
H 0.18613 0.90649 2.70767
H -1.13555 0.10131 1.71162
```

Properties
charge: 0
relative energy (zero: lowest compared OMol25 entry of this formula, charge and spin): 442.2 kJ/mol
E_tot: -439.1079 Eh
max |F|: 0.039 Eh/bohr
frontier orbital gap: 8.46 eV
E_LUMO: 0.24 eV



Repeat the first record exactly.
Molecular formula: C6H9NO
Method: DFT, the ωB97M-V functional and the def2-TZVPD basis

Structure (XYZ):
```
17
C6H9NO (the ωB97M-V functional and the def2-TZVPD basis)
H -0.66574 0.35166 -2.25082
N -1.15589 0.80551 -1.48310
C -1.32083 0.10421 -0.44728
C -2.00844 0.68185 0.74825
C -0.89011 -1.25573 -0.31106
C -0.49707 -2.39143 -0.28373
H -1.33361 0.66622 1.60141
H -2.30254 1.70314 0.53505
H -2.88477 0.08892 0.99929
H -0.17287 -3.38961 -0.23036
C 1.77001 0.54571 1.01613
C 2.08392 0.72478 -0.25729
O 2.01013 -0.21032 -1.23119
H 1.86040 1.34517 1.72624
H 1.41059 -0.40459 1.38254
H 2.44401 1.66521 -0.64779
H 1.65282 -1.03068 -0.86628
```

Properties
charge: 0
relative energy (zero: lowest compared OMol25 entry of this formula, charge and spin): 305.0 kJ/mol
SMILES: [H]/N=C(/C)C#C.C=CO
E_tot: -363.9081 Eh
max |F|: 0.020 Eh/bohr
frontier orbital gap: 9.65 eV
E_LUMO: 0.58 eV